Entry 1:
This record from OMol25 describes a structure of composition C49H33BF5N3O9S4TeTi in a non-equilibrium geometry. The level of theory is the ωB97M-V functional and the def2-TZVPD basis.

Calculated values
HOMO-LUMO gap	6.508	eV

Structure (ORCA input):
```
! RIJCOSX wB97M-V def2-TZVPD def2/J DEFGRID3
* xyz -2 1
Ti 0.18566 0.60344 0.97006
O -2.96954 0.37077 1.87937
S -2.32643 1.38907 1.09098
O -3.08590 2.57619 0.83584
O -0.96837 1.78018 1.80583
O -1.69763 0.80097 -0.17395
C 1.51852 -6.35782 1.68840
C 0.97579 -4.96092 1.51559
C 1.09478 -4.00715 2.50352
C 0.61055 -2.70353 2.34126
C 0.81768 -1.67508 3.38892
O 0.69258 -0.47945 3.20792
C 1.23944 -2.12471 4.76348
C 0.40988 -2.92288 5.54302
C 0.83754 -3.35892 6.78924
C 2.10338 -3.01342 7.24973
C 2.93029 -2.21534 6.46943
C 2.49547 -1.76405 5.23053
C -0.03046 -2.34400 1.14923
O -0.51855 -1.15808 0.92777
C -0.17604 -3.31940 0.13972
C 0.32756 -4.58614 0.32795
C -0.83906 -2.88783 -1.14105
N -0.25005 -2.31302 -2.10202
C 1.16973 -2.02014 -2.04549
C 1.89279 -2.55460 -3.28298
Te 0.71852 -2.69319 -5.06207
C -0.39709 -4.38062 -4.50371
C 0.06550 -5.31863 -3.58473
C -0.72511 -6.40369 -3.23060
C -1.98526 -6.56959 -3.79162
C -2.44748 -5.64040 -4.71203
C -1.65835 -4.55272 -5.06699
C -2.31234 -3.10665 -1.27685
C -3.06102 -2.22923 -2.05849
C -4.42041 -2.43566 -2.22599
C -5.04574 -3.51850 -1.61554
C -4.30620 -4.38514 -0.82427
C -2.94370 -4.17203 -0.64772
H 2.09736 -6.43838 2.60911
H 2.17219 -6.63525 0.85747
H 0.71672 -7.10046 1.73149
H 1.61186 -4.26383 3.42311
H -0.56951 -3.19934 5.16880
H 0.18694 -3.97551 7.39764
H 2.44543 -3.36902 8.21412
H 3.91596 -1.94117 6.82490
H 3.12702 -1.13378 4.61540
H 0.22630 -5.31421 -0.47441
H 1.65499 -2.43731 -1.15922
H 1.26811 -0.93432 -2.01419
H 2.29372 -3.55226 -3.11077
H 2.71884 -1.90610 -3.57503
H 1.03711 -5.20100 -3.12344
H -0.35811 -7.11714 -2.50180
H -2.60617 -7.40780 -3.50199
H -3.43773 -5.74418 -5.13914
H -2.04438 -3.81865 -5.76579
H -2.55997 -1.37719 -2.49922
H -4.99836 -1.74133 -2.82302
H -6.11169 -3.67035 -1.73734
H -4.78911 -5.22367 -0.33657
H -2.36892 -4.83453 -0.01107
O -0.17066 3.02766 -0.96417
B 0.11901 1.63655 -0.89548
O 0.17312 1.12428 -2.21311
C -0.20957 2.14634 -3.02989
C -0.36408 2.13443 -4.39416
C -0.74054 3.33991 -5.00077
C -0.94839 4.48793 -4.24544
C -0.78727 4.48084 -2.85441
C -0.41639 3.29159 -2.27390
H -0.21195 1.22604 -4.96322
H -0.87085 3.37539 -6.07551
H -1.24429 5.40551 -4.73931
H -0.95494 5.36235 -2.24974
S -1.06123 6.97720 3.59336
C -0.26812 5.50071 3.47685
S 0.52970 4.93554 2.06788
C 1.00734 3.45997 2.86375
N 0.59128 3.39157 4.08376
N -0.13292 4.53131 4.40849
C -0.75334 4.48853 5.69396
C -1.34438 3.29374 6.08276
C -1.91303 3.19283 7.34253
C -1.89246 4.27811 8.21037
C -1.30065 5.46730 7.80684
C -0.72699 5.57886 6.54678
S 1.97749 2.26403 2.05948
H -1.34855 2.46166 5.39127
H -2.37538 2.26088 7.64291
H -2.33246 4.19555 9.19676
H -1.27446 6.31726 8.47793
H -0.27315 6.50286 6.22019
F 7.33177 0.31069 0.09750
C 5.99742 0.15705 0.21342
C 5.13309 0.92928 -0.53557
F 5.63176 1.82827 -1.40064
C 3.76456 0.77288 -0.41983
F 2.98599 1.50680 -1.22351
C 3.19060 -0.14319 0.47122
O 1.90227 -0.29957 0.60405
C 4.09810 -0.92469 1.19313
F 3.63657 -1.85119 2.05462
C 5.46766 -0.78268 1.07327
F 6.29077 -1.56476 1.79665
*
```

---

Entry 2:
This record from OMol25 describes a structure of composition C49H34BiCl2GeN9O2S2 in a non-equilibrium geometry. The level of theory is the ωB97M-V functional and the def2-TZVPD basis.

Calculated values
HOMO-LUMO gap	5.308	eV

Structure (ORCA input):
```
! RIJCOSX wB97M-V def2-TZVPD def2/J DEFGRID3
* xyz -2 1
Bi 7.76092 -22.74692 7.19351
C 1.72415 -26.15473 8.43161
C 2.83897 -25.35367 8.37445
N 3.06533 -24.53329 7.31304
C 2.19706 -24.68115 6.32384
C 1.07918 -25.52930 6.40823
N 0.87014 -26.23752 7.47141
C 2.36505 -23.69427 5.16702
C 1.20797 -23.07253 4.67863
C 1.36538 -22.25399 3.55745
C 2.62424 -22.20492 2.99687
C 3.72735 -22.67089 3.68428
N 3.58113 -23.39502 4.76972
C 5.08849 -22.39573 3.18632
C 5.50523 -22.55658 1.85114
N 6.71492 -22.16796 1.42113
C 7.53932 -21.66626 2.32417
C 7.16860 -21.56173 3.63596
N 5.96153 -21.95443 4.08589
C 0.21498 -21.50262 2.90467
C -0.89596 -20.98792 3.58955
C -1.76188 -20.15601 2.88763
N -1.62211 -19.90885 1.58122
C -0.61398 -20.45240 0.93872
C 0.30052 -21.31001 1.53997
H 1.47988 -26.81039 9.28789
H 3.61262 -25.33848 9.12162
H 0.44500 -25.65886 5.51137
H 0.24995 -23.15616 5.10317
H 2.86253 -21.68132 2.12881
H 4.80677 -23.02210 1.14411
H 8.48706 -21.26422 1.91240
H 7.85503 -21.26640 4.40868
H -0.96760 -21.06820 4.65200
H -2.53012 -19.65006 3.37757
H -0.52411 -20.18349 -0.09632
H 1.11745 -21.66659 0.91576
S 9.04620 -24.28494 5.43815
C 10.60204 -23.57896 5.75531
C 11.49544 -23.57673 4.65430
N 12.12192 -23.72831 3.70194
C 11.03052 -23.20049 6.97970
S 10.00191 -23.18041 8.37424
C 12.41655 -22.95413 7.16246
N 13.54762 -22.75649 7.25316
Cl 10.25819 -19.65976 4.65580
C 10.29233 -19.40891 6.45327
C 11.01566 -18.33630 7.02020
C 10.84783 -18.08412 8.36222
C 9.91984 -18.85558 9.08548
C 9.29257 -19.93038 8.53239
Cl 7.97262 -20.64917 9.38849
C 9.33270 -20.24743 7.13058
N 8.48852 -21.01922 6.49699
H 11.58616 -17.70793 6.35082
H 11.36674 -17.30275 8.84956
H 9.70391 -18.63052 10.16280
O 5.03035 -25.95170 10.60075
C 5.71962 -25.46316 9.64736
O 5.99243 -24.22294 9.48484
C 6.13158 -26.35382 8.38669
C 7.64690 -26.41946 8.15997
Ge 8.81126 -27.02474 9.62353
C 9.45091 -25.78000 11.00341
C 8.87705 -24.53219 11.38026
C 9.51834 -23.78043 12.26329
C 10.68287 -24.19699 12.83671
C 11.35239 -25.33501 12.49440
C 10.67361 -26.14617 11.52544
C 10.42023 -27.69425 8.76313
C 11.21626 -26.87070 7.97262
C 12.38817 -27.41064 7.43670
C 12.67577 -28.70496 7.60956
C 11.91042 -29.54792 8.36527
C 10.77585 -29.02489 8.92665
C 7.92986 -28.55160 10.49656
C 7.80771 -28.64053 11.91257
C 7.01547 -29.59563 12.46576
C 6.47049 -30.61323 11.68431
C 6.69647 -30.64283 10.34661
C 7.37166 -29.58934 9.75764
H 5.63617 -26.00882 7.47853
H 5.66327 -27.32258 8.67733
H 8.04914 -25.44085 7.86390
H 7.91720 -27.04605 7.27262
H 7.89140 -24.27970 10.98083
H 8.98476 -22.90472 12.58460
H 11.06950 -23.47993 13.59651
H 12.28469 -25.60240 12.85526
H 11.22474 -27.04283 11.11367
H 10.83971 -25.86127 7.82400
H 12.92946 -26.83924 6.68839
H 13.58076 -29.10691 7.19407
H 12.19177 -30.57010 8.49256
H 10.10503 -29.63142 9.53891
H 8.26554 -27.92808 12.55172
H 6.86560 -29.67110 13.53141
H 5.68435 -31.35665 12.08541
H 6.30283 -31.37780 9.71467
H 7.38914 -29.58850 8.66058
*
```

---

Entry 3:
This record from OMol25 describes a structure of composition C49H34Cl8N5O4S2Y. The level of theory is the ωB97M-V functional and the def2-TZVPD basis.

Calculated values
HOMO-LUMO gap	6.476	eV

Structure (ORCA input):
```
! RIJCOSX wB97M-V def2-TZVPD def2/J DEFGRID3
* xyz 0 1
Y -0.45171 -1.52556 -0.11621
C -3.96830 -5.04645 -0.73852
C -4.75105 -5.10456 0.39794
C -4.43458 -4.28454 1.46494
C -3.36225 -3.40110 1.35979
N -2.61605 -3.33559 0.25516
C -2.90793 -4.15576 -0.75666
C -2.95848 -2.54166 2.51594
C -3.64913 -2.61326 3.72073
C -3.21225 -1.85712 4.78920
C -2.08698 -1.07447 4.64071
C -1.43660 -1.05149 3.40925
N -1.88864 -1.74970 2.35951
C -0.18743 -0.24422 3.23460
C 0.37953 0.44836 4.30359
C 1.53967 1.17365 4.10448
C 2.10818 1.18703 2.84325
C 1.48340 0.47424 1.83706
N 0.36297 -0.22700 2.02272
H -4.15565 -5.67954 -1.59413
H -5.58704 -5.78862 0.46367
H -5.02742 -4.34378 2.36345
H -2.23563 -4.11605 -1.59973
H -4.51312 -3.24497 3.84455
H -3.73774 -1.89022 5.73441
H -1.73386 -0.49981 5.48079
H -0.05807 0.42857 5.28882
H 1.99156 1.71452 4.92583
H 3.01677 1.73495 2.63521
H 1.87945 0.43183 0.82832
Cl -4.31482 -1.80231 -6.90036
C -3.29057 -2.08729 -5.54133
C -3.32144 -1.23538 -4.44032
Cl -4.39664 0.11534 -4.42002
C -2.49028 -1.47327 -3.36179
Cl -2.50409 -0.43744 -1.97367
C -1.56635 -2.54580 -3.30033
O -0.82358 -2.74501 -2.29042
C -1.58685 -3.40473 -4.43222
Cl -0.52693 -4.76637 -4.38437
C -2.41801 -3.17885 -5.51735
Cl -2.38400 -4.26108 -6.85922
O 1.20514 -1.16823 -0.95480
Cl 4.97716 4.03899 -1.24945
C 3.28600 4.41620 -1.23109
C 2.66390 4.84220 -2.39457
C 1.31629 5.14707 -2.35608
C 0.57004 5.03139 -1.18646
C -0.90718 5.35965 -1.22622
C -1.70484 4.23838 -1.89932
N -1.61603 3.02190 -1.11699
C -2.40186 2.67386 -0.03662
C -1.78859 1.58193 0.50274
N -0.68034 1.24471 -0.22379
C -0.60543 2.12404 -1.18814
O -1.13899 6.55429 -1.95665
C -1.62634 7.63817 -1.17023
C -0.72652 8.02008 -0.02760
C 0.55041 8.48384 -0.15123
Cl 1.37287 8.86257 -1.60605
S 1.30443 8.77421 1.35770
C -0.10257 8.28824 2.19918
C -1.09537 7.92352 1.34727
C 1.22497 4.58522 -0.04448
Cl 0.36704 4.35422 1.45148
C 2.57881 4.28293 -0.05180
H 3.23275 4.93729 -3.30852
H 0.82336 5.50740 -3.25045
H -1.26702 5.44943 -0.19814
H -1.30883 4.03441 -2.89455
H -2.74786 4.53699 -1.99777
H -3.29355 3.21762 0.22113
H -2.11127 0.95539 1.31898
H 0.15135 2.14745 -1.95676
H -2.61551 7.38469 -0.77183
H -1.74556 8.46910 -1.86553
H -0.11896 8.29460 3.27651
H -2.06754 7.58116 1.67470
H 3.06738 3.93884 0.84816
O 1.21783 -2.78499 1.38351
S 1.70864 -3.42201 0.09305
C 3.32467 -2.78194 -0.28165
C 4.23204 -2.56890 0.74042
C 5.49573 -2.08959 0.42558
C 5.83226 -1.84718 -0.89968
C 4.90451 -2.06357 -1.91191
C 3.63172 -2.51921 -1.60573
C 2.24444 -5.06745 0.60095
C 2.52870 -5.99245 -0.39388
C 2.91799 -7.27473 -0.04058
C 3.00744 -7.62889 1.30029
C 2.70359 -6.70206 2.28745
C 2.31739 -5.41427 1.93956
H 3.94355 -2.76286 1.76669
H 6.21901 -1.91130 1.21126
H 6.82026 -1.47791 -1.14455
H 5.16467 -1.84646 -2.93976
H 2.86022 -2.61443 -2.35776
H 2.44445 -5.70751 -1.43696
H 3.14574 -8.00079 -0.81019
H 3.30759 -8.63211 1.57449
H 2.76623 -6.98340 3.33112
H 2.06153 -4.67528 2.68833
*
```

---

Entry 4:
This record from OMol25 describes a structure of composition C49H36Br4ClHfN4O5Te. The level of theory is the ωB97M-V functional and the def2-TZVPD basis.

Calculated values
HOMO-LUMO gap	6.585	eV

Structure (ORCA input):
```
! RIJCOSX wB97M-V def2-TZVPD def2/J DEFGRID3
* xyz -1 1
Hf -0.05174 -0.37440 -0.47728
C -3.86876 -2.50218 1.04503
C -2.47827 -2.14552 0.64190
N -2.04072 -0.94594 0.56538
N -2.87136 0.09651 0.91499
C -2.18434 1.21370 0.84368
O -0.95041 1.28745 0.50682
C -2.88300 2.48095 1.18050
C -4.10620 2.47650 1.84543
C -4.71921 3.67344 2.17613
C -4.11554 4.87958 1.84125
C -2.89638 4.88519 1.17831
C -2.27548 3.68816 0.85237
C -1.47043 -3.18618 0.32963
C -1.79268 -4.52245 0.17089
C -0.77447 -5.42160 -0.11170
C 0.52347 -4.96109 -0.22290
C 0.75846 -3.60230 -0.06517
N -0.21024 -2.74484 0.21926
H -4.32623 -1.66159 1.55761
H -3.87155 -3.38316 1.68454
H -4.46181 -2.72467 0.15288
H -4.55874 1.52762 2.09948
H -5.66604 3.66873 2.70125
H -4.59567 5.81524 2.10018
H -2.42418 5.82419 0.91766
H -1.31105 3.67212 0.36216
H -2.81865 -4.85097 0.25594
H -0.99862 -6.47139 -0.25110
H 1.34454 -5.62561 -0.45009
H 1.74965 -3.17784 -0.17502
C 5.49031 0.94780 4.56454
C 4.28209 0.59769 3.73732
C 3.64862 -0.62537 3.85131
C 2.51962 -0.94201 3.09893
C 1.84954 -2.22988 3.42398
O 2.49769 -3.21788 3.71612
C 0.34960 -2.28553 3.53027
C -0.26458 -3.53325 3.50736
C -1.62662 -3.64616 3.73515
C -2.38225 -2.51005 3.99894
C -1.77640 -1.26251 4.01934
C -0.41372 -1.15084 3.78925
C 2.03514 -0.05374 2.11274
O 1.07901 -0.43032 1.29879
C 2.63415 1.22668 2.05328
C 3.72574 1.52026 2.85304
C 2.04635 2.32127 1.21196
N 1.09909 3.07409 1.60092
C 0.43197 2.81081 2.86145
C 0.13052 4.13335 3.54334
Te -1.16769 3.93906 5.23225
C -0.18820 2.27266 6.07745
C -0.93625 1.19057 6.52715
C -0.30606 0.07697 7.06782
C 1.07723 0.02358 7.13462
C 1.82945 1.09988 6.68214
C 1.20098 2.22632 6.17408
C 2.62531 2.56979 -0.13703
C 3.95462 2.26923 -0.41799
C 4.47161 2.50232 -1.68172
C 3.65579 3.00578 -2.68451
C 2.32212 3.28187 -2.41885
C 1.81056 3.07318 -1.14849
H 5.87997 0.06585 5.07370
H 5.25798 1.69642 5.32725
H 6.29207 1.35724 3.94703
H 4.00710 -1.37005 4.55431
H 0.34414 -4.40892 3.31954
H -2.10039 -4.62072 3.70867
H -3.44566 -2.59663 4.18626
H -2.36348 -0.37246 4.20742
H 0.05934 -0.17780 3.81823
H 4.15930 2.51434 2.77818
H 1.01617 2.16748 3.52566
H -0.50315 2.28730 2.64021
H -0.39681 4.79596 2.85587
H 1.04477 4.63334 3.86047
H -2.01573 1.20597 6.43510
H -0.89875 -0.76473 7.40240
H 1.56949 -0.85910 7.52234
H 2.91093 1.05914 6.71932
H 1.79597 3.06531 5.83249
H 4.57853 1.82309 0.34601
H 5.50599 2.26114 -1.89256
H 4.05198 3.15721 -3.68101
H 1.66943 3.63100 -3.20714
H 0.76472 3.25302 -0.93808
Br 0.06749 -2.04587 -7.23648
C -0.27019 -1.10854 -5.63000
C -0.47236 0.26232 -5.63907
Br -0.43401 1.23455 -7.26015
C -0.69905 0.94283 -4.43216
Br -1.01520 2.80269 -4.35530
C -0.71180 0.25567 -3.23317
O -0.84062 0.80857 -2.03684
C -0.56055 -1.15547 -3.22669
O -0.63421 -1.71663 -2.03770
C -0.31588 -1.81248 -4.41765
Br -0.06047 -3.68300 -4.30906
Cl 2.15876 -0.49826 -1.53628
*
```